{
  "formula": "C37H34N3O5PRuS2Te2",
  "method": "wB97M-V/def2-TZVPD",
  "e_above_lowest_kj_mol": 98.35,
  "energy_ev": -101758.9345,
  "multiplicity": 6,
  "charge": -1,
  "e_homo_ev": [-3.0, -5.4],
  "molar_mass_g_mol": 1052.07,
  "elements": ["Te", "Te", "Ru", "S", "S", "P", "O", "O", "O", "O", "O", "N", "N", "N", "C", "C", "C", "C", "C", "C", "C", "C", "C", "C", "C", "C", "C", "C", "C", "C", "C", "C", "C", "C", "C", "C", "C", "C", "C", "C", "C", "C", "C", "C", "C", "C", "C", "C", "C", "C", "C", "H", "H", "H", "H", "H", "H", "H", "H", "H", "H", "H", "H", "H", "H", "H", "H", "H", "H", "H", "H", "H", "H", "H", "H", "H", "H", "H", "H", "H", "H", "H", "H", "H", "H"],
  "positions_angstrom": [[2.35347, 3.62590, 0.49290], [-2.57877, -2.68183, -3.00994], [-0.01630, 0.46861, -0.25735], [-0.50067, 2.71104, 1.07332], [-0.33201, 2.23530, -1.79559], [2.84075, 1.73821, -0.88663], [2.71148, 2.13699, -2.41231], [0.28186, -0.90245, 1.10706], [2.02049, -3.03854, 3.76815], [4.41037, 1.45589, -0.83374], [2.10984, 0.45155, -0.54671], [-2.61415, 4.86849, -3.13220], [-1.97814, -0.01494, -0.24364], [-2.78689, 5.70568, 1.16920], [-2.61396, 0.08632, -1.55934], [-2.17537, -2.33861, 4.12983], [-6.89984, -0.85214, 0.88021], [5.00390, 0.94448, 0.37660], [-1.86205, -0.69082, -2.65153], [2.24890, -0.71449, 3.50093], [-1.85205, 4.24993, -0.74499], [3.70460, 1.60968, 3.96422], [5.21185, -0.54868, 0.25468], [1.59782, 0.50930, 3.61727], [-6.15915, -2.02553, 0.94511], [-4.77524, -1.98470, 0.87749], [-4.34866, -1.94620, -3.90585], [2.54453, 1.10371, -3.40321], [-2.72326, -1.69362, 3.03862], [4.36001, 0.38989, 3.84194], [-0.53717, -1.33522, 2.05102], [1.47535, -2.00105, 3.44129], [-2.61590, -0.71438, 0.78137], [-1.96295, -1.23827, 1.92718], [-2.36127, 5.05124, 0.32298], [-4.85571, 0.40349, 0.69559], [-4.26484, -1.19157, -5.07380], [0.00973, -1.94501, 3.18146], [2.32387, 1.66838, 3.84415], [-2.27183, 4.58804, -2.06917], [-6.24058, 0.36251, 0.74424], [-5.58429, -2.13167, -3.30122], [-3.06008, -2.84253, 5.24154], [-6.72477, -1.55886, -3.85103], [-5.40205, -0.61050, -5.61463], [-4.09810, -0.76783, 0.77347], [2.97970, 1.66870, -4.73340], [-1.00498, 3.19597, -0.51880], [-0.79819, -2.49457, 4.17938], [3.63468, -0.76677, 3.60686], [-6.63487, -0.79241, -5.00214], [-3.79377, -1.54197, 3.02744], [5.69292, -0.93258, 1.15489], [4.26961, 2.51606, 4.14377], [-3.76427, -2.07287, 5.56241], [2.89619, 0.90264, -5.50532], [3.13184, 0.22539, -3.12838], [1.49024, 0.81830, -3.42056], [-7.67964, -1.69708, -3.36019], [0.51789, 0.54988, 3.54663], [4.01484, 2.00540, -4.68054], [-4.34148, 1.35411, 0.60978], [-2.64299, 1.13619, -1.85833], [5.84350, -0.77733, -0.60470], [-3.64921, -0.24912, -1.52753], [-1.89925, -0.17057, -3.60769], [-6.80630, 1.28425, 0.69118], [4.36888, 1.18203, 1.23131], [-4.19777, -2.89998, 0.92566], [-7.52077, -0.32974, -5.41824], [4.12107, -1.73053, 3.52931], [2.35209, 2.51531, -5.00972], [-0.80924, -0.81168, -2.38471], [-5.65555, -2.70149, -2.38781], [-7.98100, -0.88418, 0.93348], [-2.46805, -3.14303, 6.10608], [-5.32376, -0.01307, -6.51415], [5.43830, 0.34430, 3.93769], [-0.32075, -2.98595, 5.01839], [-3.64629, -3.70712, 4.92116], [-6.66381, -2.97997, 1.04009], [4.25238, -1.05107, 0.13415], [5.94779, 1.47676, 0.49586], [-3.30674, -1.05318, -5.55974], [1.80996, 2.61723, 3.92708]],
  "forces_ev_per_angstrom": [[-0.06, 0.05, 0.00], [-0.07, 0.05, 0.03], [-0.53, 0.26, 0.66], [0.14, -0.06, -0.08], [-0.02, 0.06, -0.03], [0.28, -0.35, -0.23], [0.00, 0.05, 0.08], [0.30, -0.47, -0.14], [-0.01, 0.03, -0.12], [-0.04, 0.10, 0.07], [-0.32, 0.42, 0.03], [-0.02, 0.00, -0.02], [0.43, -0.28, -0.43], [0.00, 0.03, 0.01], [-0.11, -0.16, 0.10], [-0.03, 0.02, 0.01], [0.00, 0.03, -0.02], [0.01, -0.18, 0.07], [0.01, 0.01, 0.13], [-0.07, 0.03, 0.03], [-0.07, 0.06, -0.01], [0.00, -0.01, -0.01], [-0.02, 0.03, -0.01], [-0.02, 0.02, -0.05], [0.01, -0.04, -0.09], [-0.05, -0.03, -0.07], [0.16, 0.03, -0.01], [-0.03, -0.04, -0.08], [0.01, -0.04, 0.02], [0.01, 0.02, -0.01], [-0.07, 0.20, 0.05], [0.07, -0.03, 0.00], [-0.03, 0.12, 0.01], [0.06, -0.06, -0.03], [0.02, -0.05, -0.04], [0.06, 0.02, -0.06], [-0.05, -0.02, -0.01], [-0.02, -0.05, 0.04], [0.01, 0.01, 0.01], [0.04, -0.01, 0.07], [-0.02, -0.01, 0.01], [-0.05, 0.06, -0.03], [0.01, 0.00, -0.04], [-0.01, -0.01, 0.01], [0.02, -0.01, -0.01], [0.02, 0.23, -0.14], [-0.01, 0.02, 0.04], [0.03, 0.02, -0.03], [0.07, 0.05, 0.04], [0.01, -0.02, 0.03], [-0.01, 0.00, 0.00], [0.04, 0.01, 0.04], [0.01, 0.00, 0.02], [0.01, 0.00, 0.00], [0.00, 0.00, 0.01], [-0.01, 0.00, -0.01], [0.03, 0.03, 0.02], [0.01, -0.01, 0.02], [-0.02, 0.00, 0.00], [0.01, 0.00, -0.01], [0.01, -0.02, -0.02], [0.00, 0.01, 0.00], [-0.01, -0.02, 0.00], [0.01, 0.00, 0.00], [-0.05, -0.08, 0.08], [-0.03, 0.00, -0.02], [0.00, 0.01, 0.00], [-0.03, 0.02, 0.02], [-0.01, 0.00, -0.01], [0.00, -0.01, 0.00], [0.00, 0.00, 0.02], [0.00, 0.01, 0.00], [0.00, -0.01, -0.08], [-0.01, -0.04, 0.15], [0.00, 0.00, -0.01], [0.00, 0.00, 0.01], [0.00, 0.00, 0.00], [0.01, -0.01, -0.02], [-0.01, -0.01, 0.01], [0.00, -0.01, 0.00], [0.01, 0.00, 0.00], [-0.01, 0.00, 0.02], [-0.01, 0.01, -0.01], [0.01, 0.01, 0.01], [0.00, 0.00, 0.00]],
  "mulliken_charge": [-0.04, 0.17, 1.39, -0.44, -0.72, 0.20, -0.18, -1.33, -0.67, -0.41, -0.33, -0.58, 0.65, -0.56, -0.27, 0.22, -0.55, 0.01, -1.45, 0.48, 0.41, -0.44, -1.11, -0.32, -0.94, -0.25, -0.26, 0.48, -1.27, -0.63, 1.01, -0.57, 0.68, -0.63, -0.14, 0.04, -0.21, 1.00, -0.70, -0.04, -0.69, -0.09, -1.67, -0.54, -0.59, 0.33, -1.48, 0.92, -0.59, -0.35, -0.35, 0.59, 0.39, 0.37, 0.37, 0.41, 0.31, -0.14, 0.36, 0.46, 0.35, 0.55, 0.09, 0.33, 0.58, 0.47, 0.42, -0.05, 0.54, 0.37, 0.52, 0.31, 0.39, 0.36, 0.37, 0.37, 0.36, 0.40, 0.35, 0.29, 0.42, 0.20, 0.37, 0.42, 0.52]
}